Record 1
Entry from OMol25: a 2-piece molecular cluster, C6H13N3 overall (wB97M-V/def2-TZVPD).

Geometry as XYZ:
```
22
Properties=species:S:1:pos:R:3:forces:R:3
C 2.449045 -1.593345 -0.705842 2.4456 -1.1449 -2.6205
C 1.439200 0.565040 -0.099612 -0.3609 -1.7531 -1.8165
C -0.437037 -0.111589 0.784071 -0.6531 0.7003 -0.5458
C 1.916801 1.865899 0.438999 -2.0401 -2.1510 -1.8432
C -0.313609 -1.487518 1.255877 3.5179 1.1874 1.2506
C -1.687937 1.402451 -0.515371 1.2110 -0.7308 -1.2107
N 2.091429 -0.404011 -0.555465 -2.0723 3.4080 3.1262
N -2.267882 -1.006440 -0.548898 1.9701 -0.2766 0.6035
N -1.470411 0.090257 0.000892 -0.4064 -0.1825 0.0257
H 2.231437 -2.495549 -0.186654 -0.5862 -0.1452 0.8673
H 3.207483 -1.635158 -1.508612 -0.4605 -0.7884 0.2327
H 1.569401 2.559093 -0.273671 0.2402 1.4403 -0.6034
H 2.896627 1.772701 0.623520 3.9830 0.4176 0.1394
H 1.493435 2.025874 1.346342 -1.7102 0.6436 2.5936
H -0.182518 -2.109737 0.390758 1.0192 -0.7836 -0.2955
H -1.205765 -1.842467 1.632265 -1.9705 -0.6011 1.3166
H 0.547031 -1.398119 2.058122 -1.5969 -1.2532 -1.7120
H -1.937234 1.411755 -1.531656 -0.9754 -0.5941 -1.7035
H -2.412764 1.881719 0.007002 -2.2070 1.6068 1.6385
H -0.813163 1.996921 -0.582589 1.2344 0.2808 0.8517
H -3.206604 -0.863934 -0.838948 -0.9104 1.2243 0.3700
H -1.775737 -1.234214 -1.388437 0.3286 -0.5046 -0.6647
```
Forces are in eV/Å.

Computed properties:
Lowest unoccupied orbital energy   0.8 eV
Energy above the lowest of the compared OMol25 structures with the same formula, charge and spin   176.6 kcal per mole
Orbital gap   7.01 eV
HOMO   -0.227 Eh

=====

Record 2
Entry from OMol25: a 2-piece molecular cluster, C6H13N3O overall (wB97M-V/def2-TZVPD).

Geometry as XYZ:
```
23
Properties=species:S:1:pos:R:3:forces:R:3
C -0.752360 -0.030227 -0.478776 0.6505 -1.4289 0.0303
C -0.745134 -1.417286 -1.095704 0.2473 -0.2036 0.0550
C -1.870232 0.242195 0.499439 0.1385 -0.0323 -0.0532
C -0.458272 1.086470 -1.447914 0.0670 -0.1232 0.1435
C 1.090933 1.208605 1.484568 1.3707 0.5318 1.1194
C 0.388832 -1.255714 -0.155315 -1.2222 2.3479 -0.3978
N 0.789902 0.460993 2.416710 -0.7424 0.2813 -0.5291
N 1.694556 -1.070457 -0.648501 -0.5038 0.3524 -0.3152
N 1.491790 2.107006 0.776267 -0.9050 -0.2151 -0.0154
O 0.297736 -1.819181 1.079200 -0.1883 0.2337 1.3077
H 0.384036 -1.076793 1.765397 -0.1609 -1.0910 -1.0009
H 1.330671 0.436965 3.266151 0.3209 0.0110 -0.1200
H 1.908163 -1.503737 -1.537409 0.5044 0.0040 0.6352
H 2.374757 -0.868870 0.072832 0.1833 -0.4647 -0.6738
H 1.769239 2.019113 -0.184592 0.2084 -0.2098 -0.1309
H -1.517977 -2.105997 -0.778186 -0.0194 -0.0598 -0.0086
H -0.492858 -1.484042 -2.147897 -0.0612 -0.0037 -0.1186
H -1.687908 1.153655 1.068813 0.0239 0.0287 0.1045
H -1.998259 -0.585511 1.195236 0.0023 0.0231 0.0469
H -2.814802 0.384842 -0.034685 -0.0256 -0.0393 -0.0397
H -1.244246 1.150559 -2.205464 -0.0207 -0.0467 -0.0295
H -0.425285 2.050889 -0.943500 0.0552 0.0745 0.0054
H 0.486717 0.916524 -1.966669 0.0772 0.0298 -0.0153
```
Forces are in eV/Å.

Computed properties:
SMILES   CC1(C)C[C@]1(N)O.N=C=N
Lowest unoccupied orbital energy   0.7 eV
Energy above the lowest of the compared OMol25 structures with the same formula, charge and spin   70.5 kcal per mole
Orbital gap   8.55 eV
HOMO   -0.289 Eh

=====

Record 3
Entry from OMol25: a 2-piece molecular cluster, C6H13N3O overall (wB97M-V/def2-TZVPD).

Geometry as XYZ:
```
23
Properties=species:S:1:pos:R:3:forces:R:3
C 1.381330 1.555214 1.020202 -0.1879 0.0366 -0.1056
C 1.923642 0.157033 -1.505657 -0.1410 0.1834 0.2841
N 1.163620 0.130596 0.839355 0.0473 -0.3594 0.4854
C 0.944470 -0.398223 -0.467963 -2.4008 1.1113 -0.8793
N 1.003130 -1.821090 -0.461516 0.7120 -1.2774 1.0511
H 0.454638 -0.220789 1.476495 0.1287 0.0727 -0.1506
H 0.222359 -2.286477 -0.893705 -0.2269 0.1844 -0.3851
H 0.574093 2.179152 0.623157 0.0783 0.0340 -0.0589
H 2.319991 1.846532 0.551713 0.0218 0.0762 0.0592
H 1.452774 1.746511 2.089932 0.1275 0.0225 -0.0028
H 1.811578 -0.400217 -2.431967 0.0316 -0.0274 -0.0593
H 1.754268 1.213611 -1.698261 -0.0142 0.1259 -0.0601
H 2.940805 0.027379 -1.130213 -0.0537 -0.1319 -0.0520
C -3.061689 0.014417 0.956566 -0.1499 0.8825 -0.6020
C -2.069291 -1.016079 0.707846 -0.0324 -1.6223 1.8167
C -0.569466 0.044660 -1.118196 3.2382 0.4361 -0.7745
N -1.448213 -1.971846 0.922157 -0.4384 0.8885 -0.7510
O -1.099641 1.118246 -1.001145 -0.2566 -0.4223 0.4314
H 0.986002 -2.183208 0.497981 0.1874 0.3531 -0.5130
H -0.763941 -0.598262 -2.010474 -0.6537 -0.2655 0.2546
H -2.619202 0.999042 0.794025 -0.0556 -0.0842 -0.0546
H -3.890078 -0.095837 0.252121 0.0311 0.0287 0.1877
H -3.411178 -0.040364 1.987547 0.0072 -0.2456 -0.1212
```
Forces are in eV/Å.

Computed properties:
SMILES   CN[C@@](C)(N)C=O.CC#N
Lowest unoccupied orbital energy   0.6 eV
Energy above the lowest of the compared OMol25 structures with the same formula, charge and spin   62.5 kcal per mole
Orbital gap   8.60 eV
HOMO   -0.296 Eh

=====

Record 4
Entry from OMol25: a 2-piece molecular cluster, C6H13N3O2 overall (wB97M-V/def2-TZVPD).

Geometry as XYZ:
```
24
Properties=species:S:1:pos:R:3:forces:R:3
C -2.462891 0.168022 0.212982 -1.5921 -1.4323 -2.2362
C -3.193045 -0.769892 -0.708767 -1.5716 0.3862 0.4694
C 0.545311 -2.150919 0.630960 2.4084 -0.3783 -2.2986
C 2.326548 2.292815 0.286455 -0.3275 0.1711 -1.5405
C 1.423317 -0.934571 0.138574 0.8094 -1.0894 -0.0722
C 0.979401 1.574252 0.185279 -1.2648 2.6662 0.8491
N -1.893684 1.248859 0.286319 0.8684 1.8446 -0.8552
N 0.933914 0.286791 -0.448155 -1.1083 -0.8746 0.4645
N 0.065485 0.171755 -1.401622 -0.8456 0.2559 -1.9905
O -0.106552 -0.948486 -1.899206 0.4943 0.7654 0.8072
O -2.349041 0.311906 1.504864 -0.3377 -0.9809 2.0677
H -4.206248 -0.338688 -0.939587 0.7174 0.0209 0.8009
H -2.843189 -0.854511 -1.736006 0.9748 -0.2612 0.4422
H -3.424852 -1.719400 -0.187551 0.5627 0.3850 -0.5102
H -0.122674 -2.017912 1.423185 -0.4899 0.5874 1.6118
H -0.040627 -2.547072 -0.166995 -0.4478 -0.0630 -0.7603
H 1.311260 -2.972744 0.780099 -0.9049 0.9710 0.4945
H 2.910567 2.100159 -0.623797 -0.2516 0.5161 -0.1638
H 2.152365 3.434444 0.409487 0.6386 -2.2121 0.3230
H 2.867610 1.712451 0.997004 0.8400 0.6107 1.3000
H 2.012235 -0.646412 0.952889 0.7507 0.7105 1.5883
H 2.214243 -1.230248 -0.556677 -0.4015 -0.9023 -0.1572
H 0.598322 1.554022 1.252843 -0.0353 -0.3929 -1.2647
H 0.302217 2.275390 -0.392574 0.5139 -1.3043 0.6310
```
Forces are in eV/Å.

Computed properties:
SMILES   CCN(CC)N=O.CC1=NO1
Lowest unoccupied orbital energy   0.9 eV
Energy above the lowest of the compared OMol25 structures with the same formula, charge and spin   152.2 kcal per mole
Orbital gap   9.73 eV
HOMO   -0.325 Eh

=====

Record 5
Entry from OMol25: a 2-piece molecular cluster, C6H13N3O2S overall (wB97M-V/def2-TZVPD).

Geometry as XYZ:
```
25
Properties=species:S:1:pos:R:3:forces:R:3
C 3.325293 1.512815 -0.267332 1.3419 1.3671 0.4618
C -2.021108 1.469338 -1.323377 2.5054 -0.7679 -0.9436
C -2.042117 0.114479 -0.613446 0.7561 -1.1795 -2.2107
C -0.746301 -0.568261 -0.115524 -1.4812 -0.7472 2.1437
C -0.007713 0.147074 0.994989 0.2019 -0.0748 -2.3828
C 1.233228 -0.536863 1.496530 0.7381 2.1235 1.8440
N 4.181807 1.064794 -0.962831 -0.1000 -1.0399 -1.4426
N 2.322572 -0.745601 0.549109 -1.5083 2.0994 1.4759
N 2.463994 -1.813786 0.008488 0.3673 -0.2579 -1.7358
O 3.405294 -1.645938 -1.020819 -0.3445 -3.4076 -2.8378
O 1.963354 -2.914536 0.064389 -0.6833 -0.7327 0.5290
S 2.687887 2.519918 0.776269 -0.6462 -0.1835 -0.0149
H -2.920332 1.601033 -1.896269 -0.4859 0.1592 -0.0744
H -1.806185 2.353077 -0.726365 -0.0803 -0.1040 0.2148
H -1.183564 1.350607 -2.070499 -0.7046 0.6620 0.4257
H -2.333913 -0.610097 -1.420524 -0.3364 0.5872 0.6673
H -2.831432 0.182008 0.053205 -1.3660 -0.5187 1.8822
H -0.091086 -0.598017 -0.947624 0.7601 -0.4696 -0.9534
H -0.938908 -1.606196 0.293909 -0.2160 0.7655 -1.0626
H -0.613842 0.444873 1.825249 -0.3732 0.1432 0.4648
H 0.315036 0.960354 0.413447 0.4989 2.1245 0.1815
H 0.850447 -1.416473 1.934104 0.3738 -1.3879 1.0280
H 1.584325 0.300119 2.250078 -0.0184 -2.3076 -1.0759
H 3.140670 -2.449603 -1.688672 1.0225 2.5598 2.4741
H 4.245214 0.357662 -1.703727 -0.2218 0.5874 0.9416
```
Forces are in eV/Å.

Computed properties:
SMILES   CCCCC/N=[N+](\[O-])O.N=C=S
Lowest unoccupied orbital energy   0.3 eV
Energy above the lowest of the compared OMol25 structures with the same formula, charge and spin   153.8 kcal per mole
Orbital gap   9.50 eV
HOMO   -0.336 Eh